# C4H8ClN

C4H8ClN as an isolated structure (ωB97M-V/def2-TZVPD, the OMol25 dataset).

```
14
Properties=species:S:1:pos:R:3:mulliken_charge:R:1
C 0.72 -0.78 -0.09 -0.370
C -0.52 -1.57 -0.20 -0.324
C -1.26 -0.67 0.83 -0.803
C 0.14 0.16 0.92 0.110
H 1.21 -0.29 -2.19 0.246
H 2.73 -0.92 -1.24 0.284
H 1.43 -1.20 0.55 0.306
H -1.14 -1.15 -1.05 0.193
H -0.66 -2.62 0.07 0.304
H -1.47 -1.01 1.90 0.287
H -1.94 0.15 0.10 0.258
H 0.92 0.47 1.61 0.451
N 1.58 -0.26 -1.08 -0.659
Cl -0.39 1.51 -0.06 -0.283
```

energy relative to the best compared isomer or geometry (same formula, charge and spin) = 4.7794 eV
calculated total energy = -18284.9926 eV
highest occupied orbital energy = -9.18 eV
frontier orbital gap = 9.94 eV



# C3H3FO2

One molecule with the formula C3H3FO2 (ωB97M-V/def2-TZVPD, the OMol25 dataset).

```
9
Properties=species:S:1:pos:R:3:mulliken_charge:R:1
O 1.53 -1.33 -0.04 -0.515
C 1.78 -0.12 -0.04 0.296
O 0.80 0.82 -0.22 -0.333
C -0.75 0.69 -0.01 -0.141
C -1.40 -0.45 -0.18 -0.058
F -2.82 -0.48 -0.03 -0.243
H 2.68 0.43 0.29 0.318
H -0.91 1.78 0.32 0.301
H -0.90 -1.34 -0.09 0.374
```

SMILES = O=CO/C=C/F
energy relative to the best compared isomer or geometry (same formula, charge and spin) = 2.1409 eV
calculated total energy = -9969.4195 eV
highest occupied orbital energy = -10.45 eV
frontier orbital gap = 11.24 eV



# C37H60N7O4S3

A 11-piece molecular cluster, C37H60N7O4S3 overall (ωB97M-V/def2-TZVPD, the OMol25 dataset).

```
111
Properties=species:S:1:pos:R:3:mulliken_charge:R:1
C -1.35 0.00 -1.23 -0.719
C -0.78 0.18 0.21 1.017
C -0.91 -1.15 0.98 -1.673
O 0.41 0.91 0.34 0.815
H -0.63 -0.59 -1.79 -0.160
H -1.39 1.05 -1.54 -0.113
H -2.38 -0.27 -1.48 0.340
H -1.60 0.76 0.63 -0.394
H -1.96 -1.41 0.97 0.682
H -0.63 -1.08 2.03 -0.105
H -0.32 -1.94 0.51 0.077
C -2.87 4.24 2.01 -0.606
S -1.20 4.36 2.83 0.513
O -1.57 4.93 4.22 -0.718
C -0.95 2.60 3.15 -0.300
H -3.61 3.86 2.70 0.422
H -2.83 3.54 1.17 -0.135
H -3.35 5.16 1.67 0.401
H 0.08 2.40 2.85 -0.214
H -1.52 1.85 2.60 -0.024
H -1.19 2.35 4.19 0.605
C 2.31 3.56 -4.29 -0.606
S 2.55 1.75 -4.12 0.464
O 2.46 1.27 -5.53 -0.678
C 0.96 1.30 -3.32 0.316
H 1.96 3.99 -3.35 -0.049
H 1.57 3.85 -5.04 0.334
H 3.28 3.91 -4.64 0.412
H 1.12 0.51 -2.58 -0.543
H 0.20 1.13 -4.09 0.503
H 0.55 2.06 -2.66 -0.288
C 4.14 -2.13 3.57 -0.605
S 2.87 -1.01 4.36 0.520
O 3.67 0.20 4.84 -0.711
C 2.03 -0.41 2.81 0.475
H 4.16 -3.06 4.13 0.276
H 5.07 -1.59 3.76 0.411
H 4.00 -2.22 2.50 -0.060
H 1.46 -1.18 2.30 -0.165
H 2.79 0.03 2.17 -0.193
H 1.41 0.48 2.98 -0.223
N 2.02 -5.78 0.63 0.113
C 2.79 -6.02 1.77 -0.620
C 2.30 -5.13 2.75 -1.066
C 1.34 -4.45 2.17 0.096
C 1.02 -4.87 0.89 -0.698
H 2.04 -6.34 -0.21 0.254
H 3.52 -6.82 1.69 0.413
H 2.67 -4.99 3.75 0.566
H 0.85 -3.58 2.58 0.617
H 0.35 -4.68 0.06 0.343
N -4.87 2.47 -4.53 0.004
C -4.59 3.21 -3.41 -0.794
C -4.32 2.42 -2.34 0.328
C -4.91 1.18 -2.70 -0.670
C -5.11 1.20 -4.10 -0.571
H -5.06 2.90 -5.42 0.201
H -4.26 4.22 -3.58 0.294
H -3.92 2.65 -1.36 0.480
H -5.11 0.28 -2.14 0.421
H -5.52 0.41 -4.72 0.390
N -3.17 -5.77 -2.89 0.013
C -2.51 -5.10 -3.95 -0.572
C -1.62 -4.23 -3.41 -0.611
C -1.76 -4.25 -1.98 0.346
C -2.81 -5.17 -1.72 -1.042
H -3.73 -6.60 -3.05 0.198
H -2.48 -5.44 -4.97 0.352
H -0.95 -3.60 -3.97 0.457
H -1.26 -3.69 -1.21 0.471
H -3.27 -5.60 -0.83 0.405
N 0.14 3.76 -0.77 1.413
C -1.09 4.02 -1.17 -0.921
C -1.10 5.02 -2.02 -0.310
C 0.23 5.54 -1.89 -0.892
C 0.99 4.74 -1.04 -0.592
H 0.39 2.87 -0.37 -0.271
H -1.89 3.32 -0.99 0.458
H -1.94 5.35 -2.61 0.422
H 0.61 6.43 -2.37 0.422
H 1.99 4.75 -0.65 0.249
N 2.99 2.30 0.21 1.053
C 3.91 2.54 -0.82 -0.717
C 4.74 3.64 -0.49 -0.777
C 4.44 3.95 0.83 -0.853
C 3.37 3.14 1.19 -0.346
H 2.22 1.65 0.18 -0.406
H 3.93 1.90 -1.69 0.615
H 5.49 4.05 -1.15 0.448
H 5.01 4.59 1.49 0.427
H 2.92 2.88 2.14 0.404
N -4.21 -2.14 5.35 0.031
C -4.24 -1.59 4.09 -1.111
C -2.95 -1.03 3.78 0.277
C -2.23 -1.27 4.90 -0.286
C -2.97 -1.86 5.86 -0.719
H -4.99 -2.55 5.85 0.189
H -5.17 -1.69 3.56 0.392
H -2.59 -0.71 2.81 0.322
H -1.15 -1.17 4.96 0.510
H -2.65 -2.29 6.80 0.383
N 2.43 -1.28 -1.03 0.749
C 3.63 -1.69 -0.36 -0.522
C 4.04 -2.91 -0.78 -0.997
C 3.00 -3.30 -1.62 -0.345
C 2.02 -2.33 -1.80 -0.952
H 1.96 -0.45 -0.68 -0.225
H 4.06 -1.01 0.36 0.653
H 4.91 -3.47 -0.47 0.447
H 2.95 -4.31 -2.00 0.379
H 1.03 -2.41 -2.24 0.578
```

energy relative to the best compared isomer or geometry (same formula, charge and spin) = 4.4307 eV
total charge = -1
calculated total energy = -90462.0757 eV
highest occupied orbital energy = -5.44 eV
frontier orbital gap = 7.60 eV



# C4H2O3

One molecule with the formula C4H2O3 (ωB97M-V/def2-TZVPD, the OMol25 dataset).

```
9
Properties=species:S:1:pos:R:3:mulliken_charge:R:1
O 1.88 1.54 0.32 -0.374
C 0.95 0.89 0.13 0.401
C 0.87 -0.62 -0.29 -0.185
C -0.38 -0.86 -0.45 -0.356
C -1.28 0.34 0.04 0.628
O -2.37 0.57 0.65 -0.522
O -0.43 1.48 0.25 -0.287
H 1.57 -1.48 -0.26 0.329
H -0.81 -1.85 -0.39 0.366
```

SMILES = O=C1C=CC(=O)O1
energy relative to the best compared isomer or geometry (same formula, charge and spin) = 1.6161 eV
calculated total energy = -10320.7672 eV
highest occupied orbital energy = -10.72 eV
frontier orbital gap = 9.76 eV



> Which formula does entry 4 have?

C4H2O3



> The lowest frontier orbital gap belongs to which entry?

C37H60N7O4S3